Entry 1:
ORCA calculation (ωB97M-V/def2-TZVPD) on a cluster of 11 separate species, C28H78O16 in total.

**ΔE to the lowest compared entry with this formula, charge and spin**: 74.1 kcal/mol
**SMILES**: CC(C)O.CC(C)O.CC(C)O.CC(C)O.CC(C)O.CC(C)O.OCCO.OCCO.OCCO.OCCO.OCCO
**Lowest unoccupied orbital energy**: 0.191 eV
**Total energy**: -63055.6576 eV
**HOMO level**: -9.02 eV
**Orbital gap**: 0.3385 Eh
**F_max**: 3.5 eV/A

The geometry in ORCA input format:
```
! RIJCOSX wB97M-V def2-TZVPD def2/J DEFGRID3
* xyz 0 1
H 2.989 -3.931 -2.090
H 6.322 -0.860 2.384
H 6.569 -1.142 0.598
H 1.290 5.414 -2.253
C -2.314 0.073 -4.565
H 1.652 -1.385 -0.938
H 5.331 1.258 1.990
H -0.446 -1.301 0.433
H -0.867 1.085 -0.365
C -1.422 5.673 1.716
H -4.020 -0.914 -1.332
H -0.413 0.195 -4.929
H 2.964 -5.640 1.141
H -3.607 5.438 1.803
H -0.576 -0.010 6.775
H -1.707 1.693 -3.299
H 5.358 1.329 0.204
H -1.008 -2.664 -4.014
H 0.471 3.790 -0.363
C 0.152 3.703 -1.401
H -0.245 5.852 -1.649
H 5.470 -1.532 -1.993
O 1.068 -0.728 1.570
C 0.625 0.922 4.466
H -1.286 0.814 1.311
O 3.806 -3.901 -1.587
H -3.106 6.998 1.645
C -4.408 1.374 3.116
C 5.914 -1.270 1.459
H 3.675 -1.223 -2.114
H 4.337 -3.750 0.307
H -2.041 4.342 0.502
C 4.729 -1.738 -3.959
C -4.220 -2.571 0.081
H 4.259 -0.862 0.130
H 3.921 -0.484 -5.074
O 4.837 0.283 -2.592
H 0.644 2.551 5.934
H 0.187 1.752 0.875
H -0.343 -0.705 4.837
C -0.445 0.900 0.623
H -2.831 -0.141 3.545
H -2.290 1.596 3.327
O -4.463 1.186 1.662
C -0.789 4.622 2.632
O -1.626 5.199 0.380
O 0.869 2.741 -2.091
H -4.241 -0.751 -4.482
O 3.620 -1.276 -4.622
H -2.947 -1.758 -3.696
H -0.261 5.948 -3.690
H -5.401 1.201 1.457
H -3.045 -1.615 -5.466
H 3.824 1.493 1.105
H 5.557 -1.381 -4.572
C 4.795 0.998 1.077
H 5.658 0.410 -3.073
H -0.076 -5.358 -1.496
H -3.874 3.397 3.047
C -3.073 0.916 3.661
C 0.243 -0.456 0.442
H 0.604 1.568 3.588
H -4.795 -4.272 -0.338
H -5.135 -2.103 0.444
H 2.826 -0.658 1.678
H 0.255 4.491 2.348
H -5.203 0.728 3.489
C -3.472 -1.411 -0.532
C 0.989 -0.520 -0.933
C 4.650 -1.134 -2.592
H -0.766 5.029 3.643
H 1.791 2.851 -1.848
O 1.313 -4.526 -2.829
H -2.521 -3.617 0.855
H -3.087 1.024 4.745
H -0.886 2.005 5.453
H -2.486 -1.675 -0.916
H -3.395 1.120 -3.026
H 1.673 0.647 4.585
O -4.439 -3.551 -0.862
C -0.966 -3.797 -2.495
C -3.207 -1.096 -4.522
H -4.770 3.017 4.468
H 3.821 -7.298 -0.183
H 5.782 -2.352 1.434
C -2.824 6.093 2.183
H 4.779 -2.819 -3.826
C 0.097 1.629 5.737
O -0.139 5.018 -3.487
O 3.686 -0.692 2.104
C 3.057 -5.517 0.062
H -1.797 -3.898 -1.796
C -0.017 -4.952 -2.506
C -4.716 2.802 3.401
H -0.666 6.457 1.682
C 4.627 -0.498 1.089
O -1.396 -3.516 -3.800
H 2.725 -3.384 0.051
C 3.493 -4.071 -0.303
H 0.657 -0.411 2.378
H -1.270 3.647 2.550
H 0.348 -0.665 -1.802
H -0.913 3.474 -1.365
H -5.553 3.247 2.865
O 0.134 0.635 6.797
O -1.081 -0.479 -4.787
H -2.144 0.237 -2.375
H -2.886 6.315 3.249
C -3.494 -3.267 1.200
H 1.200 -4.287 -3.751
O -0.161 -0.213 4.033
H -0.313 -5.760 -3.175
H 1.655 0.341 -0.991
H -3.227 -0.648 0.206
H -4.020 -4.035 1.768
H 2.094 -5.709 -0.410
C 0.267 5.045 -2.173
H -3.344 -2.596 2.046
C -2.371 0.830 -3.261
H -0.371 -2.983 -2.082
O 4.105 -6.389 -0.309
H -2.541 0.754 -5.385
*
```

***

Entry 2:
ORCA calculation (ωB97M-V/def2-TZVPD) on a cluster of 2 separate species, ClH5OSi2 in total.

**ΔE to the lowest compared entry with this formula, charge and spin**: 131.6 kcal/mol
**Lowest unoccupied orbital energy (spin up / spin down)**: -2.650 / -2.650 eV
**Total energy**: -30403.2541 eV
**HOMO level (spin up / spin down)**: -8.38 / -8.38 eV
**Orbital gap (spin up / spin down)**: 0.2106 / 0.2105 Eh
**F_max**: 4.6 eV/A

The geometry in ORCA input format:
```
! RIJCOSX wB97M-V def2-TZVPD def2/J DEFGRID3
* xyz 0 1
Si -0.537 -1.064 -0.834
H -0.796 2.220 1.710
H 1.708 1.869 1.996
Si 0.601 2.235 1.149
Cl 1.199 2.491 -0.690
H -0.077 -0.227 -1.953
H 0.596 -2.180 -0.856
O -1.155 -0.206 0.279
H -1.707 -1.733 -1.320
*
```

***

Entry 3:
ORCA calculation (ωB97M-V/def2-TZVPD) on a cluster of 2 separate species, C3H3NOS2 in total.

**ΔE to the lowest compared entry with this formula, charge and spin**: 131.6 kcal/mol
**Lowest unoccupied orbital energy (spin up / spin down)**: -0.030 / -0.274 eV
**Total energy**: -28362.1277 eV
**HOMO level (spin up / spin down)**: -8.50 / -7.49 eV
**Orbital gap (spin up / spin down)**: 0.3114 / 0.2651 Eh
**F_max**: 4.1 eV/A

The geometry in ORCA input format:
```
! RIJCOSX wB97M-V def2-TZVPD def2/J DEFGRID3
* xyz 0 1
S 1.003 0.341 1.997
H 0.471 2.166 -0.420
H 0.276 2.360 -2.235
C 0.856 -1.134 1.570
N 0.814 -2.175 1.006
H 0.519 -3.023 1.471
O -0.699 0.783 -1.335
S -2.411 -0.727 0.042
C -1.165 -0.207 -0.782
C 0.337 1.616 -1.315
*
```

***

Q: ΔE to the lowest compared entry with this formula, charge and spin of number 1 (C28H78O16)?
A: 74.1 kcal/mol